The following is a DFT calculation (ωB97M-V/def2-TZVPD) of C25H27Br60Cl2N4 as an isolated structure in a non-equilibrium geometry.

HOMO level   -11.1 eV
Max |F|   1.88 eV/Å
Gap between HOMO and LUMO   7.539 eV
Total energy   -156548.5677 a.u.
Net charge   +1

```
118
Properties=species:S:1:pos:R:3:lowdin_charge:R:1
C -4.490 1.108 -0.688 -0.06
C -4.538 1.196 0.816 -0.69
Cl -5.980 0.804 1.633 0.76
C -3.470 1.563 1.542 -0.77
Cl -3.507 1.680 3.263 0.70
N -2.259 1.913 0.860 -0.10
C -1.331 1.251 0.136 -0.14
N -0.428 2.121 -0.313 0.14
C -0.775 3.315 0.166 -0.38
N -0.173 4.531 0.004 0.12
N -1.909 3.218 0.876 0.22
H -3.949 0.190 -0.929 0.10
H -3.911 1.922 -1.116 0.09
H -5.494 1.045 -1.089 0.09
H -1.366 0.202 -0.081 0.09
H 0.577 4.819 0.609 0.00
H -0.458 5.099 -0.771 0.11
H -2.409 3.954 1.357 0.19
C -8.745 -1.127 3.335 -1.64
Br -9.843 -1.394 1.777 0.60
Br -9.800 -0.814 4.907 0.54
Br -7.494 -2.577 3.587 0.59
H -8.164 -0.233 3.164 -0.14
C -9.631 3.533 4.707 -1.61
Br -9.566 5.347 4.071 0.59
Br -11.351 2.723 4.410 0.56
Br -8.215 2.458 3.954 0.57
H -9.469 3.562 5.774 -0.02
C 3.401 4.006 -2.633 -1.62
Br 4.999 2.939 -2.615 0.58
Br 1.862 3.010 -2.046 0.62
Br 3.603 5.625 -1.608 0.53
H 3.222 4.300 -3.659 -0.06
C 8.939 5.059 -3.193 -1.61
Br 7.786 4.720 -4.696 0.53
Br 7.974 5.822 -1.710 0.57
Br 9.910 3.484 -2.669 0.57
H 9.664 5.794 -3.512 -0.03
C 9.658 -0.510 -1.100 -1.65
Br 7.933 -0.060 -0.367 0.57
Br 10.867 -1.132 0.255 0.54
Br 9.507 -1.768 -2.550 0.59
H 10.076 0.401 -1.509 -0.08
C 13.428 2.031 -0.187 -1.59
Br 11.680 2.445 0.503 0.56
Br 14.635 1.440 1.190 0.60
Br 13.311 0.756 -1.630 0.58
H 13.834 2.943 -0.599 -0.03
C 8.575 -3.827 -5.881 -1.65
Br 8.961 -2.227 -6.884 0.56
Br 6.699 -4.257 -5.901 0.55
Br 9.652 -5.311 -6.468 0.58
H 8.842 -3.629 -4.853 -0.08
C 3.319 7.882 -5.450 -1.61
Br 4.922 6.821 -5.423 0.52
Br 1.784 6.860 -4.882 0.56
Br 3.516 9.500 -4.428 0.59
H 3.142 8.171 -6.476 -0.03
C -13.914 -1.962 6.209 -1.63
Br -13.679 -0.110 5.718 0.51
Br -15.776 -2.418 6.368 0.59
Br -12.988 -3.151 5.009 0.56
H -13.471 -2.089 7.186 -0.03
C -8.354 -3.503 7.393 -1.64
Br -6.565 -3.027 7.919 0.55
Br -8.688 -5.383 7.622 0.58
Br -9.675 -2.419 8.282 0.55
H -8.439 -3.289 6.335 -0.10
C -16.257 3.186 7.115 -1.63
Br -15.048 3.566 5.660 0.54
Br -17.996 2.665 6.479 0.58
Br -15.520 1.880 8.322 0.55
H -16.381 4.103 7.672 -0.03
C -0.670 -2.193 3.254 -1.58
Br 1.198 -2.439 2.875 0.62
Br -1.392 -0.664 2.306 0.72
Br -1.709 -3.769 2.905 0.59
H -0.759 -1.979 4.309 -0.02
C 1.133 7.516 2.747 -1.62
Br 1.488 9.180 1.860 0.61
Br -0.718 6.992 2.561 0.56
Br 2.344 6.129 2.165 0.60
H 1.309 7.668 3.802 -0.03
C 4.230 -5.747 -9.029 -1.63
Br 3.010 -6.605 -10.244 0.56
Br 3.722 -6.054 -7.195 0.53
Br 6.055 -6.257 -9.363 0.58
H 4.159 -4.683 -9.203 -0.03
C -3.742 -7.277 2.616 -1.62
Br -3.200 -6.742 0.846 0.54
Br -4.618 -5.831 3.542 0.50
Br -4.818 -8.870 2.591 0.60
H -2.843 -7.509 3.168 -0.02
C -0.433 -4.823 -7.021 -1.62
Br 0.376 -3.848 -5.567 0.56
Br 0.329 -4.327 -8.717 0.57
Br -0.349 -6.725 -6.734 0.58
H -1.477 -4.549 -7.047 -0.03
C -0.140 -7.069 -2.578 -1.64
Br -1.950 -7.725 -2.683 0.55
Br 0.147 -6.008 -0.992 0.54
Br 1.143 -8.493 -2.722 0.59
H 0.010 -6.417 -3.426 -0.08
C 7.405 6.669 -9.040 -1.63
Br 5.527 6.285 -9.241 0.56
Br 7.729 7.999 -7.684 0.55
Br 8.426 5.068 -8.720 0.57
H 7.745 7.082 -9.978 -0.03
C -3.961 -6.645 7.923 -1.62
Br -5.187 -7.673 6.852 0.56
Br -3.434 -5.025 7.021 0.52
Br -4.667 -6.285 9.676 0.58
H -3.070 -7.242 8.051 -0.03
C 15.364 -2.249 -0.452 -1.66
Br 14.206 -3.113 -1.724 0.55
Br 14.787 -2.575 1.357 0.55
Br 17.206 -2.738 -0.714 0.58
H 15.287 -1.184 -0.623 -0.10
```

The following is a DFT calculation (ωB97M-V/def2-TZVPD) of C25H27HgN3 as an isolated structure in a non-equilibrium geometry.

HOMO level (spin up / spin down)   -7.3 / -7.3 eV
Max |F|   2.81 eV/Å
Gap between HOMO and LUMO (spin up / spin down)   6.687 / 6.189 eV
Total energy   -1286.2943 a.u.
Net charge   0

```
56
Properties=species:S:1:pos:R:3:nbo_charge:R:1
C -2.275 -0.870 1.154 -1.24
C -3.485 1.191 -1.461 -0.92
H -2.320 -1.561 0.301 0.19
H -3.349 -0.727 1.339 0.19
H -1.824 -1.347 2.024 0.21
H -3.247 1.128 -2.524 0.21
H -3.945 0.200 -1.227 0.19
H -4.241 1.887 -1.068 0.21
C -0.270 -2.796 -0.007 0.05
C 0.555 -3.925 -0.142 -0.25
C 1.796 -3.734 -0.761 -0.17
C 2.117 -2.459 -1.241 -0.26
H -1.216 -2.918 0.517 0.21
H 0.196 -4.875 0.281 0.23
H 2.488 -4.580 -0.854 0.22
H 3.061 -2.295 -1.767 0.21
N 0.005 -1.572 -0.457 -0.45
C 1.216 -1.384 -1.032 0.25
C 1.597 -0.005 -1.433 0.13
N 0.673 0.966 -1.272 -0.44
C 0.982 2.203 -1.677 0.05
C 3.200 1.575 -2.380 -0.19
C 2.223 2.566 -2.237 -0.26
H 0.205 2.968 -1.561 0.21
H 2.356 3.623 -2.534 0.23
C 2.887 0.272 -1.974 -0.19
H 3.602 -0.545 -2.080 0.21
H 4.174 1.803 -2.826 0.22
Hg -1.919 0.763 -0.047 1.44
C -1.565 2.945 0.035 -1.07
H -1.695 3.446 -0.937 0.19
H -0.531 3.197 0.358 0.20
H -2.181 3.511 0.747 0.20
C -0.607 2.827 5.659 -0.18
C -0.965 3.188 4.354 -0.23
C -0.661 2.349 3.284 -0.19
C -0.020 1.077 3.498 0.19
C 0.343 0.759 4.864 -0.23
C 0.031 1.615 5.916 -0.22
N 0.230 0.272 2.434 -0.34
C 0.820 -0.953 2.648 0.11
C 2.099 -1.175 2.100 -0.19
C 2.760 -2.370 2.322 -0.22
C 2.100 -3.426 2.995 -0.24
C 0.791 -3.237 3.490 -0.20
C 0.149 -2.020 3.289 -0.26
H -0.852 3.478 6.483 0.21
H -1.459 4.140 4.151 0.22
H -0.906 2.600 2.238 0.24
H 0.861 -0.201 5.030 0.23
H 0.329 1.308 6.916 0.22
H 2.574 -0.345 1.587 0.22
H 3.774 -2.518 1.925 0.22
H 2.637 -4.389 3.163 0.21
H 0.280 -4.071 4.003 0.22
H -0.848 -1.877 3.695 0.22
```

The following is a DFT calculation (ωB97M-V/def2-TZVPD) of an isolated ion of composition C25H27N2O4S4 and charge -1 in a non-equilibrium geometry.

HOMO level   -3.9 eV
Relative energy (zero: lowest compared OMol25 entry of this formula, charge and spin)   6.3 kJ/mol
Max |F|   1.99 eV/Å
Gap between HOMO and LUMO   6.453 eV
Total energy   -2972.0401 a.u.
SMILES   CN(C)C(=S)S[C@@H](C(S(=O)(=O)c1ccccc1)=[S@@](=O)([O-])c1ccccc1)c1ccc(N(C)C)cc1
Net charge   -1

```
62
Properties=species:S:1:pos:R:3:nbo_charge:R:1
C 4.905 2.351 0.230 -0.41
N 3.682 2.003 0.962 -0.44
C 3.104 3.066 1.776 -0.41
C 2.945 0.922 0.603 -0.05
S 3.455 -0.237 -0.470 -0.22
S 1.384 0.795 1.400 0.29
C 0.416 -0.312 0.344 -0.37
C -0.860 -0.774 1.028 -0.95
S -0.791 -2.254 1.941 2.18
O -1.754 -2.276 3.021 -0.97
O -0.695 -3.371 1.021 -0.98
C 0.792 -2.075 2.734 -0.31
C 1.919 -2.685 2.190 -0.20
C 3.170 -2.330 2.693 -0.20
C 3.269 -1.444 3.767 -0.24
C 2.120 -0.913 4.360 -0.17
C 0.868 -1.226 3.837 -0.20
S -2.458 -0.658 0.227 2.16
O -2.977 0.683 0.446 -0.97
O -2.262 -1.166 -1.121 -0.97
C -3.705 -1.744 0.946 -0.32
C -4.493 -1.277 2.004 -0.10
C -5.528 -2.067 2.501 -0.24
C -5.813 -3.305 1.911 -0.21
C -5.042 -3.755 0.835 -0.23
C -3.988 -2.977 0.348 -0.16
C 0.224 0.374 -0.996 -0.13
C -0.500 1.564 -1.078 -0.10
C -0.720 2.157 -2.318 -0.34
C -0.164 1.591 -3.495 0.26
N -0.446 2.121 -4.719 -0.45
C 0.254 1.763 -5.932 -0.39
C -1.271 3.304 -4.823 -0.40
C 0.684 0.467 -3.362 -0.34
C 0.846 -0.132 -2.124 -0.08
H 5.430 1.429 -0.041 0.24
H 4.670 2.926 -0.681 0.19
H 5.532 2.977 0.882 0.19
H 2.594 2.651 2.650 0.22
H 3.914 3.710 2.120 0.19
H 2.409 3.690 1.202 0.20
H 1.057 -1.197 0.215 0.25
H 1.811 -3.386 1.367 0.25
H 4.064 -2.750 2.227 0.21
H 4.254 -1.167 4.151 0.20
H 2.173 -0.252 5.226 0.20
H -0.049 -0.800 4.242 0.24
H -4.279 -0.301 2.434 0.23
H -6.106 -1.703 3.351 0.20
H -6.633 -3.917 2.297 0.20
H -5.250 -4.717 0.363 0.21
H -3.378 -3.321 -0.485 0.25
H -0.923 2.028 -0.190 0.23
H -1.350 3.046 -2.371 0.20
H 0.734 0.786 -5.859 0.21
H -0.467 1.727 -6.756 0.19
H 1.022 2.505 -6.197 0.17
H -2.206 3.154 -4.268 0.21
H -0.772 4.199 -4.420 0.18
H -1.509 3.474 -5.876 0.19
H 1.177 0.019 -4.219 0.19
H 1.507 -0.996 -2.051 0.21
```

The following is a DFT calculation (ωB97M-V/def2-TZVPD) of C25H28As2IN3O2RhS as an isolated structure in a non-equilibrium geometry.

HOMO level   -10.5 eV
Relative energy (zero: lowest compared OMol25 entry of this formula, charge and spin)   4.8 kJ/mol
Max |F|   1.25 eV/Å
Gap between HOMO and LUMO   6.392 eV
Total energy   -6561.9340 a.u.
Net charge   +1

```
63
Properties=species:S:1:pos:R:3:nbo_charge:R:1
Rh -0.638 0.018 1.285 0.52
C -4.098 2.979 1.923 -0.66
C -3.703 2.755 0.498 0.21
N -4.105 3.613 -0.405 -0.38
C -3.785 3.431 -1.714 0.00
C -3.096 2.351 -2.167 -0.05
C -2.782 2.185 -3.626 -0.09
O -1.374 2.062 -3.874 -0.74
C -2.633 1.414 -1.199 -0.24
C -1.999 0.208 -1.615 0.20
N -1.335 -0.581 -0.842 -0.55
C -0.792 -1.784 -1.376 0.16
C -0.331 -1.925 -2.684 -0.26
C 0.263 -3.108 -3.098 -0.19
C 0.397 -4.175 -2.221 -0.19
C -0.097 -4.068 -0.927 -0.22
C -0.680 -2.879 -0.534 -0.20
I -1.530 -2.704 1.361 0.30
C -2.890 1.618 0.155 0.38
O -2.509 0.789 1.089 -0.72
H -4.988 3.603 1.956 0.24
H -3.300 3.491 2.462 0.24
H -4.274 2.036 2.436 0.23
H -4.134 4.198 -2.396 0.20
H -3.203 3.022 -4.185 0.20
H -3.234 1.276 -4.024 0.19
H -1.000 2.950 -3.879 0.48
H -2.135 -0.094 -2.653 0.20
H -0.425 -1.096 -3.376 0.23
H 0.622 -3.193 -4.115 0.23
H 0.874 -5.092 -2.539 0.23
H -0.046 -4.907 -0.247 0.24
C 2.114 2.235 0.619 -0.95
As 1.193 0.694 -0.066 1.38
C 1.126 1.077 -1.939 -0.97
C 2.464 -0.744 0.113 -0.42
C 3.303 -1.144 -0.919 -0.20
C 4.199 -2.185 -0.707 -0.17
C 4.268 -2.803 0.536 -0.18
C 3.421 -2.402 1.562 -0.22
C 2.501 -1.385 1.339 -0.27
As 1.196 -0.821 2.654 1.26
C 1.003 -2.370 3.770 -0.96
C 2.222 0.357 3.774 -0.94
H 3.137 2.219 0.245 0.25
H 2.094 2.231 1.700 0.25
H 1.598 3.129 0.274 0.26
H 1.982 1.712 -2.159 0.25
H 0.200 1.600 -2.176 0.28
H 1.165 0.158 -2.513 0.25
H 3.275 -0.653 -1.883 0.22
H 4.841 -2.513 -1.513 0.23
H 4.976 -3.604 0.705 0.23
H 3.480 -2.894 2.525 0.22
H 0.794 -3.246 3.165 0.26
H 0.176 -2.206 4.460 0.26
H 1.922 -2.498 4.339 0.25
H 3.216 -0.075 3.873 0.25
H 1.739 0.425 4.748 0.26
H 2.276 1.352 3.352 0.25
S -1.679 2.466 4.724 -0.02
C -0.950 1.937 3.425 0.17
N -0.293 1.559 2.498 -0.69
```

The following is a DFT calculation (ωB97M-V/def2-TZVPD) of C25H28AsCl3F6FeN6OS3Sb as an isolated structure.

HOMO level (spin up / spin down)   -13.4 / -13.4 eV
Relative energy (zero: lowest compared OMol25 entry of this formula, charge and spin)   34.6 kJ/mol
Expectation value of S²   0.78
Max |F|   0.76 eV/Å
Gap between HOMO and LUMO (spin up / spin down)   6.892 / 4.140 eV
Total energy   -8286.9272 a.u.
Spin multiplicity   2
Net charge   +2

```
75
Properties=species:S:1:pos:R:3:lowdin_spin:R:1
Fe -1.992 0.855 1.291 0.00
N -1.155 2.362 4.376 0.13
C -1.582 1.130 4.359 0.05
N -1.768 0.398 3.255 0.01
C -2.207 -0.840 3.571 0.09
C -2.350 -1.094 4.943 0.30
S -1.938 0.259 5.848 0.13
C -2.537 -1.699 2.478 0.02
C -2.967 -2.992 2.526 0.15
S -3.274 -3.568 0.961 0.07
C -2.812 -2.016 0.300 0.02
N -2.441 -1.128 1.210 -0.02
N -2.813 -1.835 -1.013 0.03
H -1.116 2.876 3.501 0.00
H -1.117 2.903 5.228 0.00
H -2.672 -2.010 5.410 0.01
H -3.106 -3.617 3.393 0.00
H -3.205 -2.518 -1.640 0.00
H -2.618 -0.914 -1.372 0.00
Cl 4.449 3.031 -4.218 0.00
C 4.070 1.738 -3.143 0.00
C 5.043 1.242 -2.285 0.00
C 4.719 0.204 -1.431 0.00
C 3.443 -0.354 -1.404 0.00
C 3.145 -1.481 -0.450 0.00
C 3.077 -0.996 1.002 0.00
N 2.001 -0.021 1.149 0.00
C 2.109 1.334 1.314 0.00
C 0.837 1.821 1.330 0.00
N -0.041 0.770 1.157 0.00
C 0.699 -0.318 1.053 0.00
O 4.146 -2.473 -0.533 0.00
C 3.632 -3.808 -0.438 0.00
C 2.598 -4.100 -1.481 0.00
C 1.250 -4.153 -1.272 0.00
Cl 0.434 -3.912 0.238 0.00
S 0.343 -4.455 -2.689 0.00
C 1.780 -4.505 -3.622 0.00
C 2.888 -4.307 -2.863 0.00
C 2.505 0.162 -2.288 0.00
Cl 0.891 -0.516 -2.371 0.00
C 2.794 1.200 -3.159 0.00
H 6.038 1.663 -2.298 0.00
H 5.483 -0.204 -0.780 0.00
H 2.178 -1.912 -0.706 0.00
H 4.016 -0.537 1.305 0.00
H 2.877 -1.834 1.671 0.00
H 3.064 1.824 1.388 0.00
H 0.507 2.843 1.387 0.00
H 0.336 -1.320 0.890 0.00
H 3.221 -3.983 0.562 0.00
H 4.501 -4.452 -0.557 0.00
H 1.724 -4.704 -4.679 0.00
H 3.893 -4.314 -3.260 0.00
H 2.048 1.569 -3.847 0.00
C -2.154 0.595 -3.080 0.00
Sb -2.044 1.747 -1.277 0.00
C -0.364 2.990 -1.616 0.00
C -3.566 3.120 -1.810 0.00
H -1.660 1.154 -3.873 0.00
H -3.208 0.490 -3.338 0.00
H -1.683 -0.383 -3.019 0.00
H -0.364 3.293 -2.662 0.00
H 0.576 2.502 -1.374 0.00
H -0.493 3.875 -0.994 0.00
H -3.413 3.391 -2.855 0.00
H -3.503 4.007 -1.192 0.00
H -4.549 2.673 -1.688 0.00
F -2.151 2.825 1.693 0.00
As -3.913 3.382 2.235 0.00
F -3.876 2.103 3.418 0.00
F -4.363 2.154 1.085 0.00
F -5.471 3.847 2.669 0.00
F -3.745 4.556 1.018 0.00
F -3.086 4.382 3.365 0.00
```

The following is a DFT calculation (ωB97M-V/def2-TZVPD) of C25H28BrCaN11OPS as an isolated structure.

HOMO level   -9.4 eV
Relative energy (zero: lowest compared OMol25 entry of this formula, charge and spin)   47.6 kJ/mol
Max |F|   0.40 eV/Å
Gap between HOMO and LUMO   7.291 eV
Total energy   -5638.2003 a.u.
Net charge   +1

```
69
Properties=species:S:1:pos:R:3:nbo_charge:R:1
Ca -0.034 0.198 -0.208 1.73
C 1.412 0.956 -4.606 -0.68
C 1.215 0.469 -3.206 0.21
N 0.493 1.086 -2.348 -0.34
N -0.205 2.189 -2.770 -0.48
C -0.324 3.091 -1.813 0.29
N -1.166 4.125 -2.109 -0.81
S 0.471 3.133 -0.273 -0.53
C 1.934 -0.739 -2.693 0.18
C 2.785 -1.488 -3.500 -0.24
C 3.485 -2.553 -2.953 -0.15
C 3.330 -2.848 -1.610 -0.27
C 2.445 -2.071 -0.878 0.05
N 1.752 -1.066 -1.399 -0.53
H 1.377 2.044 -4.609 0.26
H 0.599 0.617 -5.253 0.24
H 2.353 0.629 -5.038 0.21
H -1.438 4.212 -3.076 0.39
H -1.045 4.971 -1.580 0.40
H 2.909 -1.243 -4.543 0.23
H 4.152 -3.136 -3.575 0.23
H 3.870 -3.653 -1.134 0.23
H 2.272 -2.264 0.177 0.21
C 1.854 3.119 3.819 -0.41
N 2.096 2.092 2.820 -0.32
C 3.165 2.063 1.966 -0.06
C 2.952 1.013 1.127 -0.06
N 1.770 0.404 1.441 -0.57
C 1.273 1.076 2.468 0.08
P -0.254 0.673 3.394 0.74
C -0.545 -1.027 2.805 0.08
N -0.630 -1.443 1.550 -0.54
C -0.910 -2.776 1.606 -0.08
C -0.997 -3.170 2.911 -0.07
N -0.763 -2.056 3.664 -0.32
C -0.766 -2.004 5.120 -0.41
C -1.525 1.558 2.442 0.06
N -1.841 1.351 1.176 -0.54
C -2.810 2.258 0.870 -0.06
C -3.088 3.019 1.969 -0.06
N -2.271 2.568 2.965 -0.32
C -2.188 3.145 4.297 -0.41
H 2.789 3.358 4.320 0.23
H 1.450 4.012 3.343 0.23
H 1.148 2.742 4.556 0.22
H 3.952 2.793 2.024 0.23
H 3.561 0.681 0.304 0.23
H -1.046 -3.360 0.712 0.22
H -1.203 -4.126 3.358 0.23
H -0.937 -3.010 5.493 0.23
H 0.193 -1.647 5.488 0.22
H -1.562 -1.352 5.474 0.22
H -3.221 2.346 -0.121 0.23
H -3.777 3.830 2.128 0.23
H -3.145 3.600 4.536 0.23
H -1.976 2.367 5.027 0.22
H -1.409 3.906 4.337 0.21
O -2.835 -3.995 -5.113 -0.63
C -2.233 -3.359 -4.094 0.37
C -0.989 -3.730 -3.585 -0.34
C -0.464 -2.994 -2.545 0.07
N -1.076 -1.945 -1.980 -0.54
C -2.263 -1.643 -2.479 0.17
Br -3.134 -0.194 -1.632 0.08
C -2.898 -2.281 -3.524 -0.33
H -2.289 -4.727 -5.426 0.49
H -0.439 -4.569 -3.991 0.23
H 0.505 -3.258 -2.142 0.21
H -3.865 -1.966 -3.884 0.26
```

Q: Among the records above, which one has the lowest max |F|?
A: C25H28BrCaN11OPS

Q: Which value of total energy does entry 6 give?
A: -5638.2003 a.u.